Molecular formula: C4H6Cl2
Method: DFT, ωB97M-V/def2-TZVPD

Atoms and positions in Å:
1 C 1.01044 -0.70998 0.72658
2 C -0.16922 -0.07060 0.02609
3 C -1.22475 -0.93553 -0.16816
4 C -0.30418 1.37256 -0.45807
5 H 1.57684 -1.22925 -0.07793
6 H 1.70996 -0.00345 1.19084
7 H 0.60856 -1.51564 1.37027
8 H -1.18117 -1.98425 0.16716
9 H -2.01011 -0.66571 -0.91232
10 H -1.19751 2.01894 -0.71320
11 Cl 0.65430 1.37781 -1.93997
12 Cl 0.52683 2.34510 0.78871

Its total charge is 0. As for the max |F|: 4.668 eV/Å. Its SMILES is C=C(C)C(Cl)Cl. The calculation puts the energy at -29288.841 eV. As for the HOMO-LUMO gap: 10.4 eV. The calculation puts the lowest unoccupied orbital energy at 0.0319 Ha. The relative energy (zero: lowest compared OMol25 entry of this formula, charge and spin) comes out at 97.3 kJ/mol. As for the HOMO energy: -0.34952 Ha.